Entry 1:
DFT (the ωB97M-V functional and the def2-TZVPD basis) results for C23H31MoN3P2 as an isolated structure at a distorted geometry.

ORCA input file:
```
! RIJCOSX wB97M-V def2-TZVPD def2/J DEFGRID3
* xyz 2 3
C -1.5511 2.9917 -3.9409
C -1.3418 1.7402 -3.3506
C -0.0123 1.3798 -3.0155
C 1.0667 2.2545 -3.2107
C 0.8091 3.5122 -3.7617
C -0.4816 3.8700 -4.1248
C 2.4108 1.8024 -2.8104
C 2.5593 0.3593 -3.1054
C 1.4375 -0.4684 -2.9549
C 1.4950 -1.8553 -3.2486
C 2.7116 -2.4060 -3.6435
C 3.8486 -1.5963 -3.7452
C 3.7752 -0.2313 -3.4804
H -2.5637 3.2801 -4.2522
H 1.6499 4.1875 -3.9054
H -0.6671 4.8534 -4.5733
H 3.2124 2.3892 -3.2697
H 2.7694 -3.4687 -3.8847
H 4.7960 -2.0429 -4.0374
H 4.6486 0.4160 -3.5823
N 0.2705 0.1314 -2.4024
Mo -0.5280 -0.4188 -0.6280
C -2.4991 0.8557 -2.9384
H -2.4507 -0.1534 -3.3618
H -3.4553 1.3168 -3.2033
C 0.2758 -2.7244 -3.0012
H -0.5985 -2.4122 -3.5897
H 0.5008 -3.7784 -3.2085
P -2.4756 0.6857 -1.0962
P -0.1909 -2.6063 -1.2215
C 1.3109 -3.3391 -0.4601
H 1.3675 -3.0997 0.6086
H 1.3055 -4.4292 -0.5987
H 2.1955 -2.9198 -0.9529
C -1.5147 -3.8031 -0.9473
H -1.1553 -4.8132 -1.1878
H -1.8238 -3.7490 0.1067
H -2.3701 -3.5432 -1.5870
C -2.6985 2.4420 -0.6396
H -3.6657 2.8170 -1.0011
H -2.6328 2.5820 0.4428
H -1.9102 3.0400 -1.1077
C -4.0158 -0.0975 -0.5805
H -4.0021 -0.2040 0.5137
H -4.8821 0.5087 -0.8795
H -4.0885 -1.0981 -1.0257
H 2.5570 1.9992 -1.4619
H 2.2658 1.7371 -0.6952
C -1.8135 1.3477 2.4367
C -1.5161 -0.0922 2.4362
N -0.9137 -0.8519 1.5171
C -0.8109 -2.1447 2.0688
C -1.3802 -2.1416 3.3031
N -1.8317 -0.8499 3.5094
H -2.8280 1.5303 2.0486
H -1.7911 1.7070 3.4764
H -1.0537 1.9012 1.8727
H -0.3014 -2.9532 1.5453
H -1.5122 -2.9307 4.0083
H -2.3011 -0.4824 4.3390
*
```

- electronic energy (hartree) = -1809.59951
- HOMO energy (spin up / spin down) (eV) = -12.7 / -13.8
- frontier orbital gap (spin up / spin down) (eV) = 5.4 / 7.0

=====

Entry 2:
DFT (the ωB97M-V functional and the def2-TZVPD basis) results for C2H2F3NO as an isolated structure at a distorted geometry.

ORCA input file:
```
! RIJCOSX wB97M-V def2-TZVPD def2/J DEFGRID3
* xyz 0 3
C 0.5090 -1.5872 -0.0225
C 2.7083 0.1258 -0.1656
N 0.7722 -0.2223 -0.0844
O 0.5915 -0.9684 1.1213
F 2.9140 1.3358 0.1461
F 3.3664 -0.6615 0.6812
F 3.1208 0.0015 -1.4406
H -0.4696 -1.9637 -0.4043
H 1.2644 -2.3122 -0.2851
*
```

- electronic energy (hartree) = -506.72046
- HOMO energy (spin up / spin down) (eV) = -6.7 / -12.0
- frontier orbital gap (spin up / spin down) (eV) = 7.6 / 9.5

=====

Entry 3:
DFT (the ωB97M-V functional and the def2-TZVPD basis) results for an isolated ion of composition C4H7ClN and charge +1 at a distorted geometry.

ORCA input file:
```
! RIJCOSX wB97M-V def2-TZVPD def2/J DEFGRID3
* xyz 1 1
C -0.4725 -1.3763 0.4885
C -0.5225 1.0654 -0.8869
C -0.0004 -1.3586 1.8261
C 0.7654 1.3777 -1.5464
N -0.7982 0.0355 -0.2466
Cl -1.7583 2.2442 -1.0194
H -0.8410 -2.1947 -0.1024
H 0.3046 -0.3759 2.1732
H 0.8241 -2.0783 1.9163
H -0.7719 -1.7677 2.4951
H 1.3601 1.9882 -0.8655
H 0.5909 1.9663 -2.4464
H 1.3196 0.4741 -1.7856
*
```

- structure (SMILES) = CC=[N+]=C(C)Cl
- electronic energy (hartree) = -671.18814
- HOMO energy (eV) = -15.5
- frontier orbital gap (eV) = 9.0

=====

Entry 4:
DFT (the ωB97M-V functional and the def2-TZVPD basis) results for C53H43BrF6FeN2O5SbSe as an isolated structure at a distorted geometry.

ORCA input file:
```
! RIJCOSX wB97M-V def2-TZVPD def2/J DEFGRID3
* xyz -1 5
Fe -0.3844 -0.3530 0.1860
Br -5.4925 -3.0002 4.3251
C -4.3157 -1.9345 3.2848
C -3.9317 -0.6976 3.7782
C -3.0639 0.0805 3.0346
C -2.5252 -0.3525 1.8109
O -1.7163 0.4278 1.1665
C -2.9690 -1.6296 1.3086
C -2.5887 -2.0413 0.0179
N -1.6958 -1.3297 -0.6375
C -1.5284 -1.2219 -1.9675
C -1.9578 -2.0798 -2.9861
C -1.7983 -1.7007 -4.3098
C -1.2968 -0.4620 -4.6580
C -0.9131 0.4531 -3.6631
C -0.5026 1.7805 -3.8936
C -0.2679 2.6080 -2.8139
C -0.3545 2.0986 -1.5282
N -0.6480 0.8233 -1.2806
C -0.9684 0.0307 -2.3099
C -3.8715 -2.3942 2.0694
H -4.3258 -0.3442 4.7185
H -2.7547 1.0452 3.4061
H -3.0864 -2.8810 -0.4570
H -2.3584 -3.0489 -2.7358
H -2.0857 -2.3898 -5.0891
H -1.1958 -0.1794 -5.6943
H -0.4026 2.1444 -4.9046
H 0.0057 3.6432 -2.9504
H -0.1955 2.7313 -0.6710
H -4.1955 -3.3478 1.6813
C 4.9843 -0.7327 3.0728
C 3.6792 -1.1093 3.7908
C 4.0376 -1.6377 5.1915
O 2.7932 -0.0069 3.9154
C 1.6541 -0.1980 3.0860
C 1.9631 -1.4835 2.3067
O 2.9850 -2.0976 3.0640
C 0.7090 -2.3822 2.1460
O -0.2608 -1.6669 1.4895
C 1.0991 -3.6804 1.4138
C 0.5163 -4.0124 0.2016
C 0.8240 -5.2066 -0.4274
C 1.7075 -6.0950 0.1574
C 2.2800 -5.7756 1.3763
C 1.9800 -4.5795 2.0021
C 0.0785 -2.8851 3.4553
C -1.1636 -3.5014 3.3394
C -1.8308 -3.9696 4.4555
C -1.2633 -3.8389 5.7129
C -0.0090 -3.2689 5.8316
C 0.6593 -2.7996 4.7115
C 1.3436 1.1104 2.2759
O 0.9899 0.8420 0.9489
C 2.5980 2.0015 2.3096
C 3.6896 1.6700 1.5174
C 4.7971 2.4961 1.4362
C 4.8406 3.6650 2.1728
C 3.7830 3.9835 3.0053
C 2.6740 3.1592 3.0768
C 0.2275 1.8818 2.9773
C -0.6124 2.7063 2.2420
C -1.5589 3.5035 2.8623
C -1.6578 3.5136 4.2424
C -0.8112 2.7082 4.9873
C 0.1211 1.8960 4.3650
H 5.3493 0.2131 3.4631
H 4.8211 -0.6502 2.0040
H 5.7168 -1.5163 3.2508
H 4.8792 -1.0723 5.5798
H 4.3007 -2.6885 5.1097
H 3.2037 -1.5239 5.8789
H 0.7790 -0.4048 3.7158
H 2.3191 -1.2501 1.2913
H -0.1806 -3.3288 -0.2499
H 0.3786 -5.4373 -1.3814
H 1.9520 -7.0285 -0.3282
H 2.9652 -6.4655 1.8490
H 2.4417 -4.3374 2.9449
H -1.5959 -3.6036 2.3566
H -2.7965 -4.4450 4.3552
H -1.7896 -4.1862 6.5916
H 0.4648 -3.1799 6.8013
H 1.6435 -2.3849 4.8238
H 3.6836 0.7457 0.9586
H 5.6167 2.2244 0.7874
H 5.7001 4.3157 2.1203
H 3.8079 4.8866 3.5989
H 1.8624 3.4318 3.7318
H -0.5392 2.7125 1.1709
H -2.2110 4.1319 2.2706
H -2.3863 4.1424 4.7385
H -0.8689 2.7158 6.0667
H 0.7972 1.3116 4.9706
F 0.8725 -1.3097 -0.7791
Sb 2.6208 -2.2072 -2.6438
F 0.9017 -2.3647 -3.5448
F 2.0189 0.4043 -2.9502
F 3.3388 -2.1543 -4.4987
F 4.1370 0.3520 -1.6472
F 2.6442 -4.2122 -2.9087
Se 2.2119 0.8379 -0.9530
C 2.6067 2.6405 -1.3606
C 2.2679 3.6923 -0.5141
C 2.4978 4.9962 -0.9080
C 3.0624 5.2690 -2.1458
C 3.4059 4.2194 -2.9839
C 3.1826 2.9128 -2.6003
H 1.8356 3.4894 0.4541
H 2.2306 5.8032 -0.2412
H 3.2389 6.2905 -2.4524
H 3.8489 4.4176 -3.9488
H 3.4475 2.0924 -3.2442
*
```

- electronic energy (hartree) = -9609.89392
- HOMO energy (spin up / spin down) (eV) = -5.2 / -5.7
- frontier orbital gap (spin up / spin down) (eV) = 6.3 / 6.7

=====

Entry 5:
DFT (the ωB97M-V functional and the def2-TZVPD basis) results for a 4-piece molecular cluster, C4H13NO3 overall at a distorted geometry.

ORCA input file:
```
! RIJCOSX wB97M-V def2-TZVPD def2/J DEFGRID3
* xyz 1 2
N 0.8957 2.5543 -1.4174
C 0.8356 2.0621 -0.0115
C 0.4594 2.7780 1.0520
C 0.4245 2.2945 2.4223
C 1.5976 1.8125 2.7890
H -0.0122 2.4265 -1.9421
H 0.8528 3.5909 -1.3516
H 0.7716 0.8479 -0.0018
H 0.0578 3.8854 1.0301
H -0.4181 2.3025 3.1142
H 1.8761 1.3984 3.7338
H 2.4346 1.6206 2.0851
H -1.7612 -2.6540 -0.1212
H -1.2119 -1.2360 -0.0893
O -1.0287 -2.0795 -0.4669
H 0.9635 -5.9210 -0.1207
H 0.1817 -5.6066 -1.2839
O 1.0754 -5.7960 -1.0271
H -2.7388 -1.2947 -3.5090
H -2.2608 -1.6776 -2.2733
O -2.9944 -1.3082 -2.6107
*
```

- electronic energy (hartree) = -440.25460
- HOMO energy (spin up / spin down) (eV) = -13.4 / -13.4
- frontier orbital gap (spin up / spin down) (eV) = 8.8 / 4.9

=====

Entry 6:
DFT (the ωB97M-V functional and the def2-TZVPD basis) results for C10H8IrS5 as an isolated structure.

ORCA input file:
```
! RIJCOSX wB97M-V def2-TZVPD def2/J DEFGRID3
* xyz 1 1
Ir -0.0141 0.1677 0.2853
C 2.4676 1.6169 -1.6686
C 1.7856 1.4537 -0.3487
C 0.7003 2.2941 0.0288
C 0.0638 2.1574 1.2885
C 0.4884 1.1615 2.2061
C 1.5563 0.3054 1.8375
C 2.1895 0.4520 0.5733
H 3.2825 2.3358 -1.5585
H 1.7811 1.9957 -2.4227
H 2.8901 0.6757 -2.0135
H 0.3312 3.0289 -0.6732
H -0.7949 2.7721 1.5186
H -0.0344 1.0164 3.1399
H 1.8466 -0.5068 2.4884
H 2.9632 -0.2470 0.2860
S -4.9196 -4.8713 -1.3059
C -3.8229 -3.7463 -0.9658
S -2.1463 -4.1179 -0.6015
C -1.6270 -2.4768 -0.3636
C -2.5812 -1.4990 -0.5119
S -2.1778 0.1213 -0.3116
S -4.1860 -2.0303 -0.9188
S -0.0419 -2.0590 0.0120
*
```

- electronic energy (hartree) = -2480.92358
- HOMO energy (spin up / spin down) (eV) = -11.1 / -11.1
- frontier orbital gap (spin up / spin down) (eV) = 5.8 / 5.7

=====

Entry 7:
DFT (the ωB97M-V functional and the def2-TZVPD basis) results for a 2-piece molecular cluster, C28H28N4O5S overall at a distorted geometry.

ORCA input file:
```
! RIJCOSX wB97M-V def2-TZVPD def2/J DEFGRID3
* xyz 0 1
C 1.1546 -3.8092 3.7465
N 1.2285 -2.8886 2.6257
C 2.4347 -2.4918 2.0898
O 3.5405 -2.8152 2.4656
C 2.1116 -1.5691 0.9235
C 2.6442 -2.1230 -0.4016
C 4.1385 -2.2828 -0.4404
C 4.7145 -3.5348 -0.5981
C 6.0857 -3.6893 -0.5798
C 6.9039 -2.5938 -0.4037
C 6.3444 -1.3412 -0.2651
C 4.9728 -1.1864 -0.2908
N 0.6232 -1.4022 0.9061
C -0.0643 -0.5878 0.0627
C -1.4410 -0.4787 0.0890
C -2.2293 0.2914 -0.7358
C -3.6530 0.3487 -0.6421
C -4.3787 -0.3792 0.3177
C -5.7517 -0.2999 0.3867
N -6.4637 -1.0695 1.3970
O -7.7039 -0.9824 1.4492
O -5.8004 -1.7855 2.1695
C -6.4444 0.5076 -0.5008
C -5.7571 1.2317 -1.4550
C -4.3851 1.1589 -1.5312
C 0.0331 -2.2550 2.0007
C -0.8521 -3.3520 1.4173
C -0.6462 -1.3886 3.0595
H 2.1553 -4.1432 4.0126
H 0.7009 -3.3170 4.6042
H 0.5496 -4.6734 3.4785
H 2.5579 -0.5874 1.1245
H 2.1714 -3.0949 -0.5757
H 2.3256 -1.4767 -1.2262
H 4.0751 -4.3917 -0.7256
H 6.5186 -4.6697 -0.6885
H 7.9750 -2.7171 -0.3646
H 6.9795 -0.4836 -0.1176
H 4.5334 -0.2092 -0.1840
H 0.4951 -0.0119 -0.6512
H -1.9499 -1.0603 0.8279
H -1.7610 0.8851 -1.5004
H -3.8866 -1.0187 1.0280
H -7.5175 0.5532 -0.4256
H -6.3014 1.8564 -2.1424
H -3.8491 1.7231 -2.2751
H -0.2568 -3.9754 0.7531
H -1.2560 -3.9896 2.2010
H -1.6843 -2.9616 0.8386
H 0.0889 -0.7068 3.4836
H -1.4580 -0.7866 2.6616
H -1.0420 -1.9968 3.8707
S -1.0513 2.6291 -3.6260
C -0.6041 4.1568 -3.1270
C 0.7352 4.4506 -2.8409
C 1.0919 5.6994 -2.3965
C 0.1297 6.6828 -2.2327
N 0.5128 7.9936 -1.7291
O -0.3646 8.8558 -1.5976
O 1.7016 8.1941 -1.4506
C -1.1956 6.4129 -2.5342
C -1.5629 5.1669 -2.9784
H 1.4787 3.6819 -2.9730
H 2.1150 5.9456 -2.1613
H -1.9184 7.2026 -2.4063
H -2.5911 4.9495 -3.2164
*
```

- electronic energy (hartree) = -2076.93812
- HOMO energy (eV) = -6.2
- frontier orbital gap (eV) = 3.2

=====

Entry 8:
DFT (the ωB97M-V functional and the def2-TZVPD basis) results for a 8-piece molecular cluster, C22H60O8 overall at a distorted geometry.

ORCA input file:
```
! RIJCOSX wB97M-V def2-TZVPD def2/J DEFGRID3
* xyz 0 1
C -1.0035 1.4416 0.5244
O -1.6518 0.6028 1.4309
H -0.8792 2.4115 1.0252
H -1.5438 1.4498 -0.3872
H 0.0596 1.1220 0.3582
H -1.1526 0.6009 2.2316
C 2.3454 2.9942 0.8036
C 3.6783 2.2562 1.0243
C 4.7219 3.0141 1.8341
O 3.5043 1.1899 1.5979
H 2.0181 3.4866 1.7244
H 1.5963 2.2082 0.4948
H 2.4900 3.7147 -0.0500
H 4.1185 2.0811 0.0273
H 4.7786 3.9420 1.3469
H 5.6537 2.5714 1.8437
H 4.3800 3.1345 2.9071
H 3.0416 0.5063 1.0544
C -3.0874 1.6855 -3.7382
C -3.5995 0.2743 -3.4754
C -4.3565 0.1006 -2.1662
O -4.3679 -0.1011 -4.3892
H -2.4069 1.9782 -2.9401
H -3.9665 2.3073 -3.7614
H -2.5135 1.8362 -4.6082
H -2.7808 -0.4338 -3.4341
H -4.2639 -0.8521 -1.7766
H -5.3632 0.4976 -2.0916
H -3.7961 0.6137 -1.3662
H -3.8518 -0.2483 -5.2235
C 0.2231 -4.0332 0.7808
C -0.8859 -3.3994 -0.0689
C -0.7165 -1.9635 -0.3954
O -1.2681 -4.0817 -1.0226
H 1.1350 -4.1150 0.2603
H -0.1450 -5.0721 0.9766
H 0.3311 -3.6299 1.7948
H -1.8080 -3.4850 0.5648
H -0.4349 -1.4095 0.4895
H -1.6633 -1.6244 -0.8087
H 0.0820 -1.7984 -1.1543
H -0.6032 -4.7933 -1.2404
C 1.5545 -0.5785 2.8796
C 0.7943 0.1965 3.9680
C 1.0908 1.7156 3.9583
O -0.4309 0.1134 3.9181
H 2.6035 -0.6492 3.0543
H 1.3830 -0.2276 1.8463
H 1.1685 -1.5835 2.7001
H 1.0995 -0.2148 4.9387
H 0.5951 2.2184 4.8213
H 0.7567 2.1578 3.0293
H 2.1828 1.8590 4.0287
H -0.6268 -0.8584 3.9978
C -4.7060 -0.5859 1.8383
C -3.9766 -1.8946 2.1484
C -4.2993 -2.8740 1.0214
O -2.7467 -1.7354 2.4604
H -4.4643 0.1130 2.6693
H -5.7360 -0.7989 1.8690
H -4.4381 -0.0930 0.9187
H -4.4814 -2.2985 3.0276
H -3.9541 -2.4313 0.1160
H -5.3515 -2.9691 0.7712
H -3.8928 -3.8354 1.1280
H -2.3534 -1.1571 1.7556
C 4.4387 -0.3733 -1.4463
C 3.1747 -0.9952 -0.9162
C 3.5458 -1.8358 0.3188
O 2.2527 -0.2030 -0.5866
H 4.9932 0.3100 -0.7321
H 4.1957 0.2454 -2.3100
H 5.1261 -1.1562 -1.7172
H 2.8404 -1.7214 -1.6749
H 3.7971 -1.1627 1.1159
H 4.3110 -2.5446 0.0880
H 2.7180 -2.4113 0.7662
H 2.1350 0.4007 -1.3311
C 0.0981 0.4794 -3.0057
C 1.1038 1.6422 -3.1375
C 0.5256 2.9748 -2.7210
O 2.1509 1.6057 -2.5160
H -0.3401 0.4383 -1.9546
H 0.5587 -0.4099 -3.2167
H -0.6947 0.6422 -3.6952
H 1.3000 1.6640 -4.2349
H 0.3331 2.9906 -1.6579
H -0.3943 3.2235 -3.2373
H 1.1684 3.8451 -2.9261
H 2.8435 1.7826 -3.1334
*
```

- structure (SMILES) = CC(C)O.CC(C)O.CC(C)O.CC(C)O.CC(C)O.CC(C)O.CC(C)O.CO
- electronic energy (hartree) = -1475.81807
- HOMO energy (eV) = -9.2
- frontier orbital gap (eV) = 9.3